(1)
Computed, not measured: a structure of composition C54H46AsIN5O2P2S2Sc, with wB97M-V/def2-TZVPD.

Values from the calculation:
M = 1169.86 g/mol
Kohn-Sham gap = 7.110 eV
energy = -7283.08930 Ha
ΔE to the lowest compared entry with this formula, charge and spin = 19.1 kcal/mol
max |F| = 2.8 eV Å⁻¹
LUMO level = 0.1 eV

```
! RIJCOSX wB97M-V def2-TZVPD def2/J DEFGRID3
* xyz 0 1
N 13.787 15.110 6.667
C 16.046 16.785 14.524
H 12.608 16.616 13.029
H 15.904 9.516 5.906
C 9.996 15.096 12.677
C 8.911 12.986 11.298
C 14.708 16.025 7.085
H 13.080 16.389 15.217
C 16.113 11.253 8.806
H 13.039 7.413 15.287
C 13.231 15.383 15.569
As 15.733 10.896 11.488
H 10.703 13.085 10.081
C 10.849 16.351 9.131
H 15.998 10.338 14.335
C 12.234 11.660 12.508
H 13.674 8.564 11.210
H 21.088 9.033 12.196
C 12.501 13.251 7.559
C 10.400 17.377 8.275
C 13.214 7.867 13.210
C 12.897 13.629 17.238
C 15.519 8.643 7.840
H 18.404 12.289 11.498
C 12.515 17.831 10.011
C 15.534 8.905 9.236
H 19.209 7.549 12.599
C 19.022 8.581 12.360
H 17.255 18.344 15.483
C 15.180 9.681 14.040
H 15.469 16.764 11.198
H 10.290 15.436 9.239
C 12.089 18.826 9.159
C 10.698 14.553 11.622
H 12.712 10.724 14.338
C 13.903 8.645 12.296
H 11.927 10.107 8.684
I 10.099 10.566 14.739
H 17.869 19.410 13.539
H 12.156 10.967 10.655
S 17.460 13.052 15.704
C 13.910 14.506 14.685
C 17.222 18.572 13.399
C 11.899 16.567 10.032
H 15.768 16.302 15.485
C 18.598 11.279 11.698
C 14.564 8.818 14.951
C 16.994 13.181 14.131
H 12.605 19.766 9.218
C 15.026 15.686 8.347
H 13.872 11.740 16.784
C 17.750 9.043 12.249
C 10.707 12.178 6.286
H 13.420 15.038 5.753
O 13.352 12.087 9.452
N 14.277 14.604 8.735
H 16.816 18.777 11.299
C 10.124 13.531 10.870
C 8.204 13.497 12.367
H 15.340 8.228 10.022
H 7.255 13.039 12.716
P 14.396 15.004 13.027
H 12.142 15.660 17.427
C 14.830 9.595 12.688
C 13.487 14.316 7.703
H 15.132 16.737 6.367
C 13.550 7.994 14.540
C 13.647 12.776 16.448
C 15.752 10.227 9.661
C 11.746 11.010 8.117
H 14.872 8.859 15.991
C 11.936 11.378 13.968
C 10.870 11.001 7.019
H 16.904 8.347 12.408
S 16.624 12.921 9.386
C 15.472 16.430 13.297
C 12.721 14.959 16.773
H 10.470 15.904 13.276
C 16.155 10.967 7.472
H 9.954 12.225 5.515
H 13.346 17.980 10.678
H 9.600 17.253 7.643
H 10.266 10.138 6.758
C 14.163 13.216 15.190
P 12.350 15.140 11.150
H 14.735 12.495 14.613
C 11.527 13.273 6.554
C 15.862 9.702 6.996
Sc 14.467 13.269 10.666
N 11.703 10.953 11.559
H 15.807 16.114 8.975
H 8.511 12.160 10.734
H 12.069 12.270 14.511
H 15.353 7.639 7.458
H 10.715 19.450 7.650
H 12.382 7.252 12.884
H 8.292 15.007 13.937
N 16.504 13.391 13.079
C 15.863 17.099 12.155
C 8.774 14.560 13.078
N 12.939 15.810 12.537
H 20.780 11.356 11.425
C 17.542 10.382 11.869
C 20.093 9.426 12.061
C 12.546 12.141 8.400
H 11.411 14.208 5.941
H 16.402 11.775 6.801
C 19.901 10.757 11.728
H 10.991 10.284 11.772
C 11.042 18.622 8.278
C 16.654 18.221 12.207
C 16.901 17.852 14.532
H 12.508 13.345 18.198
O 13.123 12.542 12.308
*
```


(2)
Computed, not measured: a cluster of 3 separate species, C14H31NO6 in total, with wB97M-V/def2-TZVPD.

Values from the calculation:
M = 309.40 g/mol
Kohn-Sham gap = 9.997 eV
energy = -1058.02692 Ha
ΔE to the lowest compared entry with this formula, charge and spin = 0.0 kcal/mol
max |F| = 5.5 eV Å⁻¹
structure (SMILES) = COCCOCCOC.COCCOCCOC.CC#N
LUMO level = 0.6 eV

```
! RIJCOSX wB97M-V def2-TZVPD def2/J DEFGRID3
* xyz 0 1
H 9.176 21.694 -10.457
H 7.681 20.736 -3.412
H 10.568 20.828 -11.188
H 9.874 19.536 -4.319
C 6.522 12.380 -4.255
H 8.867 18.334 -5.048
H 4.568 18.636 -3.623
C 5.062 18.962 -15.167
H 4.643 20.729 -16.452
C 7.754 19.681 -3.678
H 8.961 20.108 -11.066
H 4.926 21.030 -14.781
N 6.747 11.302 -4.090
O 9.920 20.216 -9.261
O 8.684 20.060 -5.944
H 10.557 19.746 -6.951
H 3.144 24.211 -17.990
H 2.767 21.763 -17.428
O 6.585 18.968 -4.033
H 6.757 14.361 -3.742
H 4.523 16.721 -13.938
O 4.886 18.714 -13.849
C 2.518 22.374 -16.560
C 2.276 21.524 -15.347
C 5.399 19.203 -3.203
H 5.182 20.248 -2.983
C 6.259 13.817 -4.544
H 4.519 18.195 -15.719
H 1.209 21.305 -15.395
H 6.619 14.047 -5.547
H 1.604 22.928 -16.776
C 8.931 20.441 -8.243
H 7.964 20.089 -8.603
H 9.271 18.572 -7.220
C 4.029 24.022 -17.383
H 5.196 14.047 -4.614
H 2.519 22.072 -14.436
H 5.305 17.207 -12.498
O 3.592 23.301 -16.245
O 3.037 20.366 -15.167
H 6.066 18.945 -15.590
C 4.442 20.327 -15.459
H 4.603 24.904 -17.099
C 9.688 20.736 -10.551
H 4.682 23.297 -17.869
C 9.477 19.628 -7.043
C 5.286 17.406 -13.569
H 6.272 17.193 -13.981
C 8.881 19.380 -4.741
H 8.070 19.298 -2.708
H 5.658 18.823 -2.214
H 8.894 21.508 -8.026
*
```


(3)
Computed, not measured: a structure of composition C17H20BClN6Ti, with wB97M-V/def2-TZVPD.

Values from the calculation:
M = 402.52 g/mol
Kohn-Sham gap (alpha / beta) = 6.212 / 5.235 eV
energy = -2321.99483 Ha
max |F| = 14.6 eV Å⁻¹
<S²> = 2.0105
LUMO level (alpha / beta) = -8.6 / -9.6 eV

```
! RIJCOSX wB97M-V def2-TZVPD def2/J DEFGRID3
* xyz 2 3
C -1.143 0.639 2.840
C -0.055 1.474 4.916
C 0.156 -1.876 1.021
C -2.580 -1.552 -3.689
C 0.104 2.695 -0.186
H 0.903 0.585 -3.987
C 0.370 2.747 -2.388
Cl -0.355 3.382 3.152
N 1.868 -0.994 -1.009
C -1.433 -0.865 -4.072
H -0.977 -1.731 5.330
N -1.312 -1.124 -1.845
H 3.248 -2.120 0.133
H -3.384 -1.914 -4.329
H 0.469 2.979 -3.447
H -0.439 -1.837 0.089
N 0.295 1.431 -0.619
N 1.774 -0.677 -2.323
C 0.144 3.570 -1.283
N -0.695 -0.621 -2.948
H -1.777 1.705 0.703
C 3.590 -1.956 -2.103
H -0.496 -2.076 1.881
C -0.177 0.234 5.508
C 2.963 -1.762 -0.857
C -0.852 -0.778 4.836
H 0.428 2.276 5.469
H 2.892 -1.098 -4.081
H -1.084 -0.535 -5.051
H 0.788 -0.897 1.650
C 2.800 -1.245 -3.006
H 0.028 4.652 -1.273
H -1.894 -1.384 3.086
Ti 0.383 -0.289 0.381
C -1.353 -0.574 3.536
C -2.446 -1.684 -2.285
H 0.224 0.078 6.504
B 0.613 0.185 -2.879
H -2.330 1.381 1.762
H -0.043 2.886 0.875
N 0.458 1.460 -1.970
H 0.951 -2.627 0.910
H 4.495 -2.523 -2.314
C -0.537 1.700 3.624
H -3.121 -2.169 -1.576
C -1.461 0.851 1.315
*
```


(4)
Computed, not measured: an isolated molecule of C11H13NO2, with wB97M-V/def2-TZVPD.

Values from the calculation:
M = 191.23 g/mol
Kohn-Sham gap = 8.844 eV
energy = -632.13944 Ha
ΔE to the lowest compared entry with this formula, charge and spin = 56.5 kcal/mol
max |F| = 1.5 eV Å⁻¹
structure (SMILES) = CNC/C=C/c1ccc2c(c1)OCO2
LUMO level = 0.9 eV

```
! RIJCOSX wB97M-V def2-TZVPD def2/J DEFGRID3
* xyz 0 1
C -1.795 -0.442 0.482
H -2.337 -1.053 3.232
O 4.368 -0.053 -1.544
H -3.772 -1.098 0.598
H 0.579 -1.837 0.309
C 1.065 -1.020 -0.235
H -1.276 -1.175 1.133
O 3.268 1.809 -2.261
H -4.043 -1.441 3.002
H -2.994 1.201 2.250
H -3.575 -0.138 4.123
C 3.061 -0.189 -1.185
C 2.442 -1.193 -0.483
N -3.565 0.353 2.076
C 0.355 0.064 -0.722
H 5.337 1.626 -2.242
C -3.352 -0.597 3.156
C 2.401 0.924 -1.635
H 0.541 1.957 -1.836
H 4.435 0.663 -3.467
C 1.053 1.075 -1.450
C 4.432 1.023 -2.440
H -3.660 0.554 -0.004
C -3.239 -0.137 0.758
C -1.099 0.209 -0.455
H 2.991 -2.042 -0.122
H -1.620 0.956 -1.037
*
```